[1]
ORCA calculation (ωB97M-V with the def2-TZVPD basis set) on a 3-piece molecular cluster, C7H10O3S overall at a distorted geometry.

LUMO (alpha / beta), eV: 0.73 / -1.30
Spin multiplicity: 3
Largest force on an atom, eV Å⁻¹: 4.9
Expectation value of S²: 2.01
E_tot, Eh: -896.47327

Atoms and positions in Å:
O (-1.86, -0.72, -3.92)
C (1.06, -2.11, 1.68)
H (1.75, 0.43, -1.91)
C (2.00, -1.40, 1.01)
H (-0.73, -0.85, -0.64)
H (3.09, -1.31, 1.34)
C (-2.17, 2.66, 0.25)
H (0.47, -2.52, 3.47)
H (2.74, -1.02, -1.89)
C (-3.02, 3.17, 1.13)
C (0.03, -1.23, -0.03)
O (1.20, -2.73, 2.92)
C (2.21, -0.31, -1.21)
O (-0.11, -2.02, 1.07)
H (3.00, 0.35, -0.89)
H (-1.31, 2.01, 0.68)
C (1.36, -0.87, -0.11)
S (-1.00, -1.17, -5.03)
H (-2.05, 2.73, -0.78)
H (-3.80, 3.66, 0.64)
H (-2.83, 3.22, 2.22)

Löwdin population analysis, charges in e, atoms 1 to 8: -0.71, -0.37, 0.08, 0.00, 0.11, 0.16, -0.09, 0.09


[2]
ORCA calculation (ωB97M-V with the def2-TZVPD basis set) on an isolated molecule of C7H10O4S at a distorted geometry.

LUMO, eV: -0.37
SMILES: CS(=O)(=O)C1=CC=C[C@@H](O)[C@@H]1O
Largest force on an atom, eV Å⁻¹: 5.3
E_tot, Eh: -971.75471

Atoms and positions in Å:
C (0.36, 0.67, 0.29)
H (-1.08, 0.02, 3.46)
H (-1.25, -0.89, 0.10)
H (3.30, 0.37, -1.20)
O (0.00, -2.38, -1.41)
O (0.20, 2.13, 2.57)
H (-0.66, -2.79, -1.97)
H (-0.28, -0.68, -2.71)
O (-1.65, 0.54, -1.21)
C (-1.17, -0.15, 2.44)
H (2.10, 1.40, 0.79)
H (-1.86, 1.35, -0.78)
C (1.60, -0.68, -1.73)
H (-0.45, -0.77, 2.06)
C (1.67, 0.93, 0.02)
C (0.15, -1.00, -1.58)
C (-0.64, -0.24, -0.55)
H (-2.16, -0.30, 2.11)
C (2.30, 0.18, -0.98)
H (1.91, -1.36, -2.46)
O (-1.77, 2.20, 1.09)
S (-0.62, 1.44, 1.63)

Löwdin population analysis, charges in e, atoms 1 to 8: -0.16, 0.05, 0.13, 0.10, 0.00, -0.32, 0.10, 0.22


[3]
ORCA calculation (ωB97M-V with the def2-TZVPD basis set) on a 2-piece molecular cluster, C7H10OS overall at a distorted geometry.

LUMO (alpha / beta), eV: -0.67 / -0.67
SMILES: OS1#CC=CC=1.C=CC
Largest force on an atom, eV Å⁻¹: 1.7
E_tot, Eh: -745.96710

Atoms and positions in Å:
C (3.61, -0.58, -0.66)
C (-2.61, 2.21, 0.14)
H (1.89, 0.28, 0.15)
H (-2.37, -0.30, -1.82)
O (-2.48, 0.64, -2.04)
H (1.43, -1.98, 1.19)
H (0.67, -1.83, -0.39)
C (-1.69, 0.33, 1.17)
H (4.14, -1.47, -0.96)
C (1.63, -1.88, 0.12)
H (-3.09, 1.74, 2.17)
H (-1.63, -0.37, 1.98)
H (-3.11, 3.14, -0.07)
H (4.12, 0.36, -0.82)
S (-1.49, 1.51, -1.06)
C (2.40, -0.63, -0.13)
H (2.18, -2.76, -0.22)
C (-1.09, 0.09, -0.02)
C (-2.52, 1.51, 1.28)

Löwdin population analysis, charges in e, atoms 1 to 8: -0.03, -0.28, 0.08, 0.06, -0.34, 0.07, 0.03, -0.25


[4]
ORCA calculation (ωB97M-V with the def2-TZVPD basis set) on an isolated molecule of C7H10OSi at a distorted geometry.

LUMO, eV: 0.66
SMILES: C#CC(C#C)(CC)O[SiH3]
Largest force on an atom, eV Å⁻¹: 5.4
E_tot, Eh: -637.27638

Atoms and positions in Å:
O (0.18, -1.12, -1.16)
C (2.27, -1.06, 1.58)
H (-0.86, 1.47, 1.79)
H (-1.22, 0.23, -2.74)
C (1.10, 2.17, -0.82)
H (-0.32, 0.19, 2.71)
H (1.10, -0.39, -3.34)
Si (-0.20, -0.81, -2.67)
C (0.55, 1.19, -0.37)
H (-0.70, -2.05, -3.48)
H (2.73, -1.49, 2.37)
H (-1.48, -1.39, 0.82)
C (0.22, -0.18, 0.12)
H (-2.02, 0.34, 2.50)
C (-1.00, 0.46, 1.99)
C (1.30, -0.63, 0.96)
H (1.47, 3.16, -1.08)
H (-1.94, 0.22, 0.08)
C (-1.17, -0.29, 0.73)

Löwdin population analysis, charges in e, atoms 1 to 8: -0.34, 0.19, 0.06, -0.07, 0.16, 0.05, -0.06, 0.48


[5]
ORCA calculation (ωB97M-V with the def2-TZVPD basis set) on a 2-piece molecular cluster, C7H10S overall at a distorted geometry.

LUMO, eV: -0.27
SMILES: C=CC(=C)C=C.C=S
Largest force on an atom, eV Å⁻¹: 3.2
E_tot, Eh: -670.76062

Atoms and positions in Å:
S (3.55, -0.89, -0.21)
C (-0.73, -0.23, -0.65)
C (-0.35, 2.52, -0.30)
H (-0.02, 3.57, -0.47)
H (-0.92, -1.50, 1.60)
C (2.13, -1.48, -0.63)
H (-2.12, -1.62, 0.03)
H (2.08, -2.25, -1.43)
C (-0.61, -0.42, 1.79)
C (-0.45, 0.36, 0.71)
H (0.08, 0.04, -1.45)
C (-1.52, -1.25, -0.82)
H (-0.07, -0.16, 2.77)
H (0.55, 2.15, 1.57)
C (0.04, 1.71, 0.68)
H (-1.80, -1.66, -1.75)
H (1.20, -1.17, -0.26)
H (-1.03, 2.29, -1.17)

Löwdin population analysis, charges in e, atoms 1 to 8: 0.62, -0.21, 0.01, 0.06, 0.08, -0.59, 0.07, 0.02


[6]
ORCA calculation (ωB97M-V with the def2-TZVPD basis set) on an isolated molecule of C7H10S at a distorted geometry.

LUMO, eV: 0.93
SMILES: C#C[C@@H]1[C@@H](C)C[C@@H]1S
Largest force on an atom, eV Å⁻¹: 5.0
E_tot, Eh: -670.77040

Atoms and positions in Å:
H (-0.31, -0.58, 1.90)
H (-1.88, 1.01, 1.21)
H (2.24, -0.11, 0.50)
C (0.18, -0.85, -0.36)
C (-2.73, -0.20, -0.42)
C (-0.36, 0.69, -0.52)
H (2.03, 3.34, 0.23)
H (-2.56, -0.93, -1.23)
H (-0.81, 0.97, -1.53)
H (-3.36, 0.74, -0.69)
H (-1.19, -1.97, 1.23)
S (1.88, -1.21, -0.13)
C (-1.53, 0.28, 0.42)
C (-0.77, -0.99, 0.92)
C (1.24, 2.57, 0.26)
C (0.54, 1.64, -0.10)
H (-0.26, -1.39, -1.13)
H (-3.39, -0.70, 0.44)

Löwdin population analysis, charges in e, atoms 1 to 8: 0.13, 0.15, -0.15, -0.62, -0.10, -0.30, 0.05, 0.08


The records above give, respectively, ΔE to the lowest compared entry with this formula, charge and spin values of 0.000; 2.838; 4.599; 3.879; 3.890; 3.623 eV.